Entry 1:
ORCA calculation (the ωB97M-V functional and the def2-TZVPD basis) on a single C22H32O2P2 molecule.

Last column: Mulliken charge in e.
Cartesian coordinates (Å):
C 0.66955 4.15238 -1.10500  -1.2885
C 1.54183 3.28627 -0.20543  -0.0363
C 2.38981 2.29575 -1.00137  -0.8949
C 1.57381 1.12201 -1.54895  -0.2009
P 1.83225 -0.36160 -0.49192  0.6443
O 1.65301 -0.12183 0.94791  -0.8486
C 3.53412 -0.93720 -0.94049  -0.7683
C 4.19467 -1.64873 0.23153  -0.7676
C 3.51022 -2.96902 0.56589  0.1791
C 4.19563 -3.68385 1.72330  -1.4810
C 0.68628 -1.64342 -1.18082  -1.2880
C -0.56033 -1.73837 -0.32596  -1.1258
P -1.74027 -0.38952 -0.77686  0.9155
O -1.64019 0.00003 -2.19080  -0.8515
C -1.59685 1.00789 0.38215  1.0341
C -1.15340 0.91941 1.69340  -0.2083
C -1.17915 2.04322 2.50035  -0.7935
C -1.66875 3.24455 2.01432  -0.5292
C -2.13087 3.32925 0.71114  -0.7062
C -2.09121 2.21280 -0.10279  -0.7964
C -3.36610 -1.09243 -0.35035  0.3085
C -3.68841 -1.48524 0.94209  -0.3267
C -4.93902 -2.01177 1.20597  -0.6772
C -5.86833 -2.14347 0.18520  -0.4503
C -5.54920 -1.74676 -1.10269  -0.6270
C -4.29771 -1.22009 -1.36918  -0.4379
H -0.00831 3.54268 -1.69673  0.2341
H 0.07470 4.83808 -0.50684  0.3434
H 1.28821 4.73582 -1.78462  0.4456
H 2.20488 3.93375 0.37323  0.4593
H 0.92100 2.73175 0.49951  -0.1349
H 3.16964 1.90450 -0.33992  0.3367
H 2.88386 2.82611 -1.81952  0.4497
H 0.50548 1.34435 -1.55097  -0.0187
H 1.86116 0.86854 -2.57025  0.5477
H 3.48206 -1.58148 -1.81994  0.4289
H 4.11410 -0.04992 -1.20820  0.4922
H 5.25020 -1.82682 0.00717  0.5200
H 4.13784 -0.99498 1.10488  0.3145
H 3.51240 -3.61771 -0.31492  0.2674
H 2.47252 -2.75821 0.83496  0.0450
H 3.68836 -4.61842 1.95167  0.3949
H 5.23144 -3.90702 1.47527  0.3455
H 4.18298 -3.05883 2.61291  0.3436
H 0.41679 -1.36975 -2.20334  0.6130
H 1.20771 -2.60335 -1.20542  0.5250
H -0.29706 -1.69405 0.73103  0.5241
H -1.09074 -2.67799 -0.51689  0.6385
H -0.76139 -0.00644 2.08256  0.2422
H -0.81543 1.98003 3.51534  0.4066
H -1.68979 4.11581 2.65268  0.3898
H -2.52076 4.26246 0.33155  0.5099
H -2.43620 2.25701 -1.12677  0.4126
H -2.96271 -1.37298 1.73444  0.3097
H -5.19352 -2.31961 2.20982  0.4038
H -6.84454 -2.55459 0.39706  0.3853
H -6.27493 -1.84750 -1.89645  0.3972
H -4.02134 -0.90153 -2.36395  0.4501

The calculation puts the relative energy (zero: lowest compared OMol25 entry of this formula, charge and spin) at 1.1 kcal per mole. For the molecular weight, the calculation gives 390.44 g mol⁻¹. As for the orbital gap: 10.039 eV. For the HOMO energy, the calculation gives -9.27 eV. As for the SMILES: CCCCP(=O)(CCCC)CCP(=O)(c1ccccc1)c1ccccc1.

Entry 2:
ORCA calculation (the ωB97M-V functional and the def2-TZVPD basis) on a molecular structure, C22H33AuF2NO2SSi2.

Last column: Mulliken charge in e.
Cartesian coordinates (Å):
Au -0.31396 0.05791 -0.46936  2.2389
F 0.80643 4.25425 3.04190  -0.3842
C 1.00879 3.61518 1.86731  0.4415
C 0.30394 2.46421 1.58551  -1.1184
C 0.51527 1.80804 0.37398  -0.2019
C 1.45363 2.32017 -0.58302  0.1864
C 2.12756 3.48988 -0.22058  0.6740
F 3.04271 4.06774 -1.04821  -0.3920
C 1.92062 4.13584 0.97836  -1.0134
C 1.67726 1.61247 -1.90441  0.1004
C 2.57357 2.05910 -2.88073  -1.2808
C 2.71871 1.35911 -4.06273  -0.2150
C 1.97114 0.21824 -4.27236  -1.1199
C 1.10258 -0.17096 -3.27141  0.2717
N 0.95237 0.48770 -2.12570  0.1573
H -0.40564 2.08524 2.30372  0.5347
H 2.46640 5.04006 1.21345  0.4798
H 3.16533 2.94724 -2.74000  0.5446
H 3.41379 1.70711 -4.81778  0.4111
H 2.05736 -0.35386 -5.18692  0.4401
H 0.45971 -1.09232 -3.37788  0.2448
O 1.19934 -1.08122 0.37020  -0.8089
S 1.49705 -1.49252 1.79111  0.3176
C 3.10066 -2.36129 1.74904  -0.6954
C 4.18180 -1.32901 2.02278  -0.6259
C 3.61143 -0.44484 3.12316  -0.8035
C 2.22392 -0.04138 2.63851  0.0074
H 3.21756 -2.85593 0.78568  0.3646
H 3.07274 -3.11602 2.53779  0.3993
H 4.37693 -0.73654 1.12548  0.2872
H 5.12023 -1.80052 2.32289  0.3812
H 4.23790 0.42874 3.31056  0.3706
H 3.53862 -1.00727 4.05914  0.3161
H 2.28323 0.76669 1.91097  -0.2127
H 1.56631 0.25955 3.45126  0.5018
C -3.88862 -2.88466 -1.60911  -1.2348
Si -2.43674 -1.66639 -1.67282  0.4629
C -1.03885 -2.40754 -2.72557  -1.0420
C -3.09272 -0.14902 -2.57949  -0.9952
C -1.74218 -1.44616 0.05757  -0.6119
Si -2.53359 -0.41689 1.40670  0.2114
C -3.11798 1.28838 0.90137  -0.8377
C -4.01942 -1.35825 2.11105  -1.2577
C -1.27580 -0.20853 2.80305  0.2576
H -4.24776 -3.11681 -2.61858  0.3037
H -4.72118 -2.46267 -1.04169  0.2431
H -3.58736 -3.82291 -1.13200  0.2552
H -1.39344 -2.61630 -3.74182  0.3107
H -0.67761 -3.34437 -2.28772  0.3513
H -0.17856 -1.70216 -2.78149  -0.0606
H -3.27370 -0.40521 -3.64369  0.3913
H -2.39656 0.67787 -2.55087  0.2989
H -4.04577 0.18457 -2.15544  0.2507
H -1.18402 -2.32079 0.41736  0.8229
H -4.01393 1.23329 0.27823  0.2994
H -2.35088 1.82564 0.35158  0.2156
H -3.37455 1.87667 1.79884  0.3759
H -4.80043 -1.46739 1.35534  0.2415
H -4.44866 -0.82699 2.96861  0.3145
H -3.72178 -2.35665 2.44508  0.2897
H -0.41339 0.33700 2.45506  -1.3035
H -0.94525 -1.18479 3.16910  0.3544
H -1.71754 0.34113 3.64217  0.4728
O -1.60705 1.09914 -1.22251  -1.1791

The calculation puts the relative energy (zero: lowest compared OMol25 entry of this formula, charge and spin) at 128.9 kcal per mole. For the molecular weight, the calculation gives 666.71 g mol⁻¹. As for the orbital gap: 4.608 eV. For the HOMO energy, the calculation gives -2.51 eV. The charge is -1.

Entry 3:
ORCA calculation (the ωB97M-V functional and the def2-TZVPD basis) on 7 unconnected molecules or ions with the total composition C22H33BN6O5.

Last column: Mulliken charge in e.
Cartesian coordinates (Å):
C -2.98146 -1.13152 2.86930  -1.3819
C -2.29793 -1.39531 1.52251  -0.0888
C -1.48416 -0.16290 1.08565  -0.2986
C -0.36247 -0.59855 0.14124  -0.3771
C 0.41393 0.52159 -0.59943  0.0379
C -0.13492 1.94965 -0.46713  -1.0739
C 0.17333 2.65937 0.81049  0.3387
C -0.63702 3.48661 1.48783  0.5519
B -2.12320 3.91874 1.19827  0.1975
O -2.36280 5.09673 0.56536  -0.4174
O -3.15067 3.09568 1.63954  -0.5572
C 0.13869 3.99775 2.64909  0.4017
O -0.23682 4.59460 3.60789  -0.5324
O 1.46784 3.62128 2.48211  -0.3433
C 1.46520 2.58853 1.56718  0.1767
O 2.34022 1.78210 1.50458  -0.4966
H -3.62616 -1.96409 3.16111  0.4008
H -3.57631 -0.21682 2.81554  0.2474
H -2.23985 -1.01138 3.66151  0.3946
H -1.61299 -2.23733 1.64366  0.3967
H -3.05531 -1.62064 0.77935  0.0565
H -2.18450 0.52903 0.61326  0.0540
H -1.05639 0.28739 1.98527  0.2154
H -0.77949 -1.28544 -0.59833  0.3556
H 0.35312 -1.16803 0.73669  0.0311
H 0.39177 0.28703 -1.66831  -0.2668
H 1.46744 0.50432 -0.32353  0.3951
H 0.31254 2.54585 -1.27238  0.6039
H -1.20880 1.95658 -0.65741  0.2166
H -3.27171 5.09588 0.22723  0.3120
H -3.66837 2.69578 0.93261  0.3004
C 4.17026 -2.78973 0.38677  -0.8685
C 2.72154 -2.88611 0.40206  0.5816
N 1.57596 -2.99266 0.39329  -0.5416
H 4.57893 -2.97653 1.37650  0.3789
H 4.56602 -3.53222 -0.30262  0.1918
H 4.46933 -1.80300 0.04196  0.2210
C 3.19497 1.11949 -3.38871  -0.6011
C 3.73555 -0.11333 -2.82932  0.4413
N 4.20336 -1.08142 -2.41916  -0.4611
H 2.95292 0.97194 -4.43859  0.3214
H 2.29136 1.40954 -2.85703  -0.0175
H 3.93592 1.91205 -3.29629  0.3591
C 0.85769 -3.03556 -3.02355  -0.4289
C 0.74197 -1.74293 -3.67998  0.4141
N 0.63729 -0.71802 -4.19107  -0.4888
H 0.03004 -3.67452 -3.32649  0.3360
H 1.80033 -3.50265 -3.30392  0.3047
H 0.82993 -2.90288 -1.94396  -0.1074
C 6.23496 -6.71815 0.22161  -0.8271
C 5.87911 -5.82339 1.31589  0.4279
N 5.59649 -5.11809 2.17838  -0.4361
H 6.72114 -7.60773 0.61668  0.3247
H 5.33813 -7.01294 -0.31984  0.2664
H 6.91545 -6.21334 -0.46135  0.2702
C -5.66100 -3.89905 0.71120  -0.8058
C -4.62714 -3.50870 -0.23858  0.4163
N -3.81288 -3.20294 -0.99031  -0.3746
H -6.63926 -3.83046 0.23987  0.2986
H -5.49263 -4.92290 1.03863  0.2695
H -5.63365 -3.23893 1.57659  0.2427
C -2.80646 8.88653 -0.49256  -0.7998
C -3.67155 7.75850 -0.80720  0.5062
N -4.34354 6.85785 -1.05191  -0.5184
H -1.77465 8.63152 -0.72513  0.2599
H -3.10404 9.75359 -1.07881  0.3304
H -2.88462 9.12468 0.56617  0.2634

For the molecular weight, the calculation gives 472.35 g mol⁻¹. As for the orbital gap: 9.928 eV. For the HOMO energy, the calculation gives -10.14 eV. As for the SMILES: CCCCCCC1=C(B(O)O)C(=O)OC1=O.CC#N.CC#N.CC#N.CC#N.CC#N.CC#N.